Record 1
{
  "formula": "C32H43N7RbSSb2",
  "method": "ωB97M-V/def2-TZVPD",
  "symbols": ["Sb", "Sb", "Rb", "S", "N", "N", "N", "N", "N", "N", "N", "C", "C", "C", "C", "C", "C", "C", "C", "C", "C", "C", "C", "C", "C", "C", "C", "C", "C", "C", "C", "C", "C", "C", "C", "C", "C", "C", "C", "C", "C", "C", "C", "H", "H", "H", "H", "H", "H", "H", "H", "H", "H", "H", "H", "H", "H", "H", "H", "H", "H", "H", "H", "H", "H", "H", "H", "H", "H", "H", "H", "H", "H", "H", "H", "H", "H", "H", "H", "H", "H", "H", "H", "H", "H", "H"],
  "xyz": [[1.033, 3.407, -0.087], [3.836, -0.050, -0.028], [0.357, 0.116, -0.270], [0.522, -2.989, -0.592], [-0.896, 2.980, 3.782], [-2.307, 0.579, 1.380], [-1.113, -3.696, 1.361], [-0.091, 1.046, 3.032], [-1.899, -3.989, -0.787], [-2.383, -0.595, -1.195], [-4.448, -1.372, -0.929], [-3.585, 0.123, 0.871], [-2.454, 1.528, 2.467], [3.174, -1.368, 1.554], [-0.909, -3.602, 0.029], [-3.470, -4.129, 1.056], [1.524, 4.603, -1.804], [-2.261, -4.381, 1.943], [0.883, 1.676, 3.798], [5.968, 2.809, 0.172], [0.395, 2.907, 4.269], [-2.708, -1.392, -2.284], [4.553, 5.155, 0.018], [-4.605, -2.729, -3.069], [5.828, -0.871, 0.019], [-2.541, -2.572, -4.338], [6.542, 3.906, -0.443], [-0.494, 4.755, 0.617], [-3.429, -0.615, -0.421], [2.437, 3.330, 5.373], [3.958, 4.054, 0.639], [-3.844, -3.061, -4.174], [2.582, 4.217, 1.207], [4.144, 1.612, 1.356], [2.157, 1.246, 4.159], [2.922, 2.088, 4.944], [-3.146, -4.603, -0.352], [5.825, 5.090, -0.523], [-1.957, -1.736, -3.405], [4.679, 2.853, 0.709], [-4.012, -1.892, -2.133], [-1.122, 1.846, 3.059], [1.162, 3.759, 5.052], [3.915, 1.781, 5.244], [3.074, 3.965, 5.973], [0.781, 4.709, 5.406], [0.746, 4.482, -2.557], [6.533, 1.886, 0.254], [-2.430, -3.985, 2.944], [-2.072, -5.455, 2.031], [-1.724, -3.864, -1.770], [-4.347, -4.645, 1.442], [-3.672, -3.055, 1.034], [-1.986, -2.858, -5.222], [4.012, 6.093, -0.027], [-4.216, 0.998, 0.686], [-2.925, 2.438, 2.087], [3.149, -2.389, 1.178], [2.347, 5.276, 1.317], [-3.932, -4.319, -1.051], [3.872, -1.308, 2.389], [-4.130, -0.512, 1.588], [4.850, 1.242, 2.102], [3.186, 1.775, 1.846], [-5.361, -1.498, -0.527], [-5.614, -3.101, -2.941], [2.524, 0.280, 3.841], [5.763, -1.934, -0.213], [1.591, 5.653, -1.520], [-1.772, -0.215, 1.722], [-3.061, -5.694, -0.366], [-4.264, -3.708, -4.932], [-0.298, -3.548, 1.931], [2.467, 3.740, 2.183], [6.464, -0.391, -0.722], [7.542, 3.841, -0.851], [6.261, 5.963, -0.991], [-0.949, -1.365, -3.533], [-3.095, 1.142, 3.276], [2.476, 4.282, -2.223], [6.260, -0.746, 1.011], [-0.671, 4.586, 1.678], [2.175, -1.094, 1.894], [-1.421, 4.588, 0.069], [-0.169, 5.784, 0.468], [-1.552, 3.722, 3.952]],
  "forces_ev_per_angstrom": [[0.2, 1.0, 0.0], [0.5, -0.1, 0.3], [-0.5, -0.3, 0.0], [0.4, -0.2, -0.2], [-0.1, 0.1, 0.0], [0.1, -0.1, 0.0], [-0.2, -0.2, 0.0], [-0.1, -0.2, -0.2], [0.0, -0.1, 0.2], [0.2, 0.0, 0.1], [-0.1, -0.1, 0.0], [0.0, 0.1, 0.0], [-0.1, 0.0, 0.0], [0.0, 0.1, -0.1], [-0.3, 0.0, 0.0], [0.2, 0.0, 0.0], [0.0, -0.1, 0.1], [-0.1, 0.1, 0.0], [-0.1, 0.2, 0.1], [0.0, 0.0, 0.0], [0.2, -0.3, -0.1], [-0.3, -0.1, 0.0], [0.0, 0.0, 0.0], [-0.1, 0.0, 0.0], [-0.1, 0.2, -0.1], [0.1, 0.0, -0.1], [0.0, 0.0, 0.0], [0.0, -0.2, 0.0], [-0.1, 0.0, -0.2], [0.0, 0.1, 0.0], [0.1, 0.0, 0.0], [-0.1, 0.0, 0.0], [-0.1, -0.1, 0.0], [0.0, -0.1, -0.2], [0.0, 0.0, 0.0], [0.0, -0.1, 0.0], [-0.1, 0.0, 0.1], [0.0, 0.0, 0.0], [0.0, 0.0, 0.0], [0.1, 0.0, 0.0], [0.3, 0.2, -0.2], [0.1, 0.0, 0.1], [-0.1, 0.1, 0.0], [0.0, 0.0, 0.0], [0.0, 0.0, 0.0], [0.0, 0.0, 0.0], [0.0, 0.0, 0.0], [0.0, 0.0, 0.0], [0.1, 0.0, 0.0], [0.0, 0.0, 0.0], [0.0, 0.0, 0.0], [0.0, 0.0, 0.0], [-0.1, 0.0, 0.0], [0.0, 0.0, 0.0], [0.0, 0.0, 0.0], [0.0, 0.0, 0.0], [0.0, 0.0, 0.0], [-0.1, 0.0, 0.0], [0.0, 0.0, 0.0], [0.1, 0.0, 0.0], [0.0, 0.0, 0.0], [0.0, 0.0, 0.0], [-0.1, 0.0, 0.1], [0.0, 0.0, 0.0], [0.0, 0.0, 0.0], [0.0, 0.0, 0.0], [0.0, 0.0, 0.0], [0.0, 0.0, 0.0], [0.0, 0.0, 0.0], [0.0, 0.0, 0.0], [0.0, 0.0, 0.0], [0.0, 0.0, 0.0], [0.1, 0.1, 0.0], [0.0, 0.0, 0.0], [0.0, 0.0, 0.0], [0.0, 0.0, 0.0], [0.0, 0.0, 0.0], [0.0, 0.0, 0.0], [0.0, 0.1, 0.0], [0.0, 0.0, 0.0], [0.0, 0.0, 0.0], [0.0, 0.0, 0.0], [0.0, -0.1, 0.1], [0.0, 0.0, 0.0], [0.0, 0.0, 0.0], [0.0, 0.0, 0.0]],
  "homo_energy_ev": -10.09,
  "spin_multiplicity": 1,
  "homo_lumo_gap_ev": 8.04,
  "total_charge": 1
}


Record 2
{
  "formula": "C3H4ClNS",
  "method": "ωB97M-V/def2-TZVPD",
  "symbols": ["Cl", "S", "N", "C", "C", "C", "H", "H", "H", "H"],
  "xyz": [[-3.969, -1.466, 0.846], [-2.148, 0.986, 0.784], [-1.357, -1.559, 0.334], [-0.204, -0.727, 0.085], [-0.584, 0.762, -0.150], [-2.428, -1.034, 0.602], [0.332, 1.344, -0.053], [0.473, -0.988, 0.996], [-0.914, 0.764, -1.125], [0.428, -0.978, -0.736]],
  "forces_ev_per_angstrom": [[-1.8, -1.2, 0.4], [0.2, -1.2, 0.0], [0.3, -1.8, -1.4], [1.1, 0.0, 2.9], [-0.3, -1.8, 2.1], [2.5, 4.9, 0.0], [-0.6, 0.5, 0.6], [-1.0, 1.1, -1.2], [-0.4, 0.5, -2.4], [-0.1, -1.0, -0.9]],
  "homo_energy_ev": -8.88,
  "spin_multiplicity": 1,
  "homo_lumo_gap_ev": 9.64,
  "smiles": "ClC1=NCCS1"
}


Record 3
{
  "formula": "C36H39Cl5CoN2O5S2Si",
  "method": "ωB97M-V/def2-TZVPD",
  "symbols": ["Co", "Cl", "Cl", "Cl", "Cl", "Cl", "S", "S", "Si", "O", "O", "O", "O", "O", "N", "N", "C", "C", "C", "C", "C", "C", "C", "C", "C", "C", "C", "C", "C", "C", "C", "C", "C", "C", "C", "C", "C", "C", "C", "C", "C", "C", "C", "C", "C", "C", "C", "C", "C", "C", "C", "C", "H", "H", "H", "H", "H", "H", "H", "H", "H", "H", "H", "H", "H", "H", "H", "H", "H", "H", "H", "H", "H", "H", "H", "H", "H", "H", "H", "H", "H", "H", "H", "H", "H", "H", "H", "H", "H", "H", "H"],
  "xyz": [[0.266, 0.585, 0.176], [-1.361, 0.511, 2.656], [0.061, 4.271, -0.970], [-3.246, 2.545, 4.009], [-1.875, 6.246, 0.342], [-3.520, 5.436, 2.859], [0.022, -2.808, 0.270], [-3.641, -0.322, 0.401], [-0.216, 0.807, -2.989], [1.675, 0.794, 1.632], [0.868, -3.706, -0.505], [-1.341, -2.661, -0.206], [-4.442, 0.926, 0.623], [3.341, -0.248, 2.711], [0.679, -1.426, 0.592], [2.210, 0.640, -1.446], [-1.126, -2.034, -6.668], [-1.330, 0.124, -5.615], [-0.751, 2.364, 0.804], [-0.549, -0.283, -4.530], [-0.890, 2.484, -3.546], [-0.147, -3.667, 1.843], [-0.252, 3.254, -4.522], [-1.742, 4.628, 0.963], [4.244, 1.584, -0.300], [-1.972, 4.933, -4.407], [-2.482, 4.283, 2.087], [-2.349, 2.998, 2.597], [2.361, -0.234, 1.955], [-0.779, 4.466, -4.948], [1.973, -1.557, 1.288], [-1.613, -0.735, -6.673], [-0.919, 0.188, -1.446], [0.323, -4.963, 1.986], [0.182, -5.621, 3.201], [-0.083, -1.604, -4.544], [-0.879, -3.691, 4.132], [4.448, -0.318, -1.955], [-0.411, -4.993, 4.292], [-0.899, 3.682, 0.367], [5.212, 0.773, -1.174], [-0.496, -5.688, 5.629], [-0.360, -2.469, -5.594], [2.928, 1.871, -1.016], [-4.176, -1.490, 1.671], [3.085, -0.539, -1.305], [-1.502, 2.100, 1.956], [-2.628, 4.179, -3.443], [-4.467, -1.192, -0.950], [-2.092, 2.967, -3.023], [1.684, 0.712, -2.836], [-0.748, -3.032, 2.918], [0.466, -5.644, 6.146], [-0.762, -6.740, 5.513], [4.028, 1.060, 0.632], [-1.239, -5.211, 6.270], [0.685, 2.905, -4.949], [-0.254, 5.054, -5.694], [-1.350, -2.707, -7.489], [-1.337, -3.178, 4.972], [5.725, 1.441, -1.875], [2.569, -1.400, -1.733], [5.008, -1.256, -1.981], [-1.722, 1.135, -5.637], [-4.008, -2.178, -1.058], [-0.893, -0.903, -1.462], [3.225, -0.746, -0.248], [-5.258, -1.609, 1.609], [-2.600, 2.406, -2.244], [-3.547, 4.544, -3.000], [2.292, 2.439, -0.345], [0.015, -3.486, -5.572], [-3.893, -1.054, 2.628], [1.931, -0.239, -3.322], [-2.218, -0.389, -7.505], [-3.648, -2.434, 1.509], [3.131, 2.502, -1.894], [2.784, -1.828, 0.604], [0.800, -5.434, 1.135], [-4.300, -0.605, -1.852], [4.691, 2.544, -0.032], [0.551, -6.637, 3.309], [-1.104, -2.014, 2.798], [4.296, -0.009, -2.993], [-1.964, 0.480, -1.314], [-5.531, -1.248, -0.719], [0.496, -1.971, -3.700], [-2.381, 5.883, -4.728], [1.966, -2.318, 2.071], [5.980, 0.318, -0.545], [2.200, 1.480, -3.431]],
  "forces_ev_per_angstrom": [[-0.1, 0.0, 0.2], [0.0, -0.1, 0.1], [0.3, -0.2, 0.0], [0.0, 0.0, 0.0], [0.0, 0.0, 0.0], [0.0, 0.0, 0.0], [0.1, 0.1, 0.0], [-0.3, 0.0, 0.2], [0.2, 0.0, 0.1], [-0.2, -0.1, -0.2], [0.0, 0.0, -0.1], [-0.1, 0.0, 0.0], [0.0, -0.1, 0.0], [-0.1, 0.0, -0.1], [0.3, -0.3, 0.1], [0.1, 0.1, -0.1], [0.0, 0.0, 0.0], [0.1, 0.0, 0.0], [0.2, -0.2, -0.1], [-0.1, -0.1, 0.0], [0.0, 0.0, 0.0], [0.1, 0.0, 0.0], [0.0, 0.0, 0.1], [0.0, -0.1, 0.0], [0.0, -0.1, -0.1], [0.0, -0.1, 0.0], [0.1, -0.1, 0.0], [0.0, 0.0, 0.0], [0.0, 0.2, 0.0], [0.0, 0.0, 0.0], [-0.5, -0.1, 0.2], [0.0, 0.0, 0.0], [0.0, 0.1, 0.4], [0.0, 0.0, 0.0], [0.0, 0.0, 0.0], [0.0, 0.0, 0.0], [0.0, 0.0, 0.0], [0.0, 0.1, 0.0], [0.0, 0.0, 0.0], [0.0, 0.1, 0.1], [-0.1, 0.0, -0.1], [0.0, 0.0, -0.1], [0.0, 0.0, 0.0], [0.0, 0.0, -0.1], [0.1, 0.0, -0.1], [0.1, 0.3, -0.2], [0.0, 0.1, -0.2], [0.0, 0.0, 0.0], [0.3, 0.0, 0.0], [0.0, 0.0, 0.0], [0.1, 0.1, 0.1], [-0.1, 0.1, 0.0], [0.0, 0.0, 0.0], [0.0, 0.0, 0.0], [0.1, 0.1, 0.0], [0.0, 0.0, 0.0], [0.0, 0.0, 0.0], [0.0, 0.0, 0.0], [0.0, 0.0, 0.0], [0.0, 0.0, 0.0], [0.0, 0.0, 0.0], [-0.1, 0.0, 0.1], [0.0, 0.0, 0.0], [0.0, 0.0, 0.0], [0.0, 0.1, 0.0], [-0.1, 0.0, -0.1], [0.2, 0.5, -0.7], [0.0, 0.0, 0.0], [0.0, 0.0, 0.0], [0.0, 0.0, 0.0], [-0.1, 0.1, 0.0], [0.0, 0.0, 0.0], [0.0, 0.0, 0.0], [0.0, 0.1, -0.1], [0.0, 0.0, 0.0], [0.0, 0.1, 0.0], [0.0, 0.0, -0.1], [-0.4, -0.5, 0.6], [0.0, 0.0, 0.0], [0.0, 0.0, 0.0], [0.0, 0.0, 0.1], [0.0, 0.0, 0.0], [0.1, -0.1, 0.0], [0.0, 0.0, 0.0], [0.1, 0.1, -0.1], [0.0, 0.0, 0.0], [0.0, 0.0, 0.0], [0.0, 0.0, 0.0], [-0.1, -0.1, 0.1], [0.0, 0.0, 0.0], [0.0, 0.0, 0.1]],
  "homo_energy_ev": [-2.67, -2.39],
  "spin_multiplicity": 2,
  "homo_lumo_gap_ev": [6.76, 6.48],
  "total_charge": -2
}


Energy above the lowest of the compared OMol25 structures with the same formula, charge and spin for every record listed, in sequence, given in eV: 0.432 1.016 0.777.